(1)
Density functional theory data (ωB97M-V/def2-TZVPD) for a molecular structure, C29H50O15SSi at a distorted geometry.

Its strongest force on any atom is 5.431 eV Å⁻¹. The net charge is 0. As for the electronic energy: -80308.6117 eV. The value obtained for the HOMO-LUMO gap is 9.9 eV.

Atoms and positions in Å:
C  -11.6859  3.3447  -3.8612
C  -12.1183  1.7994  -3.5200
O  -10.9938  0.8714  -3.3061
S  -10.1042  1.2991  -1.8822
O  -10.9889  2.1911  -0.9369
O  -8.7542  2.1531  -2.4759
Si  -8.1782  3.3714  -1.3495
C  -7.8096  2.7302  0.4309
C  -6.5117  4.0639  -2.1254
C  -9.3487  4.9452  -1.2404
H  -11.9384  3.6761  -4.9775
H  -12.3018  4.0518  -3.1379
H  -10.5538  3.5929  -3.7013
H  -12.6916  1.3978  -4.4873
H  -12.9256  1.7156  -2.6449
H  -7.2035  3.6026  0.9760
H  -7.1064  1.7863  0.4813
H  -8.7780  2.5679  1.1022
H  -6.4568  3.6688  -3.2411
H  -6.5692  5.2496  -2.2171
H  -5.5672  3.6840  -1.5485
H  -9.6184  5.2877  -2.3301
H  -8.7397  5.7296  -0.6170
H  -10.3285  4.7025  -0.6195
O  -5.0664  2.8432  1.2604
C  -4.5649  1.7322  1.3092
O  -5.2026  0.6197  1.7781
C  -4.2868  -0.4743  1.7914
C  -3.2145  -0.1075  0.7992
C  -3.1595  1.3950  0.9127
H  -3.8925  -0.5875  2.8067
H  -4.8070  -1.3941  1.5085
H  -2.2575  -0.5967  0.9990
H  -3.5332  -0.3878  -0.2122
H  -2.4775  1.7186  1.7039
H  -2.8962  1.8600  -0.0401
O  -1.9574  -1.0745  -1.5521
C  -2.5026  -1.7032  -2.4441
O  -3.8076  -2.1035  -2.4171
C  -4.0754  -2.9054  -3.5666
C  -3.0196  -2.5252  -4.5714
C  -1.8384  -2.1870  -3.6975
H  -4.0145  -3.9601  -3.2786
H  -5.0838  -2.6962  -3.9353
H  -2.8137  -3.3146  -5.2991
H  -3.3365  -1.6313  -5.1224
H  -1.2376  -3.0708  -3.4654
H  -1.2203  -1.4044  -4.1436
O  2.5718  1.1878  1.9819
C  2.0266  0.5592  1.0899
O  0.7215  0.1588  1.1169
C  0.4538  -0.6430  -0.0326
C  1.5096  -0.2628  -1.0374
C  2.6908  0.0753  -0.1635
H  0.5146  -1.6978  0.2554
H  -0.5546  -0.4339  -0.4013
H  1.7154  -1.0523  -1.7651
H  1.1926  0.6310  -1.5884
H  3.2915  -0.8085  0.0686
H  3.3089  0.8579  -0.6095
O  4.8157  -2.7918  -0.0568
C  5.5709  -2.6752  0.8941
O  6.6353  -3.4952  1.1369
C  7.2270  -3.1373  2.3849
C  6.8059  -1.7121  2.6306
C  5.4454  -1.6534  1.9834
H  6.8549  -3.8197  3.1563
H  8.3145  -3.2359  2.3191
H  6.7986  -1.4420  3.6899
H  7.4892  -1.0287  2.1119
H  4.6535  -1.9606  2.6721
H  5.2391  -0.6625  1.5725
O  10.2840  -3.4077  2.2865
C  10.7855  -4.5187  2.3353
O  10.1478  -5.6312  2.8043
C  11.0636  -6.7253  2.8175
C  12.1359  -6.3584  1.8253
C  12.1909  -4.8559  1.9388
H  11.4579  -6.8385  3.8328
H  10.5434  -7.6450  2.5347
H  13.0929  -6.8477  2.0251
H  11.8172  -6.6388  0.8139
H  12.8729  -4.5323  2.7300
H  12.4542  -4.3910  0.9860
O  7.5292  1.4790  3.0743
C  6.9816  2.4579  2.5947
O  7.5772  3.3230  1.7223
C  6.6869  4.4055  1.4550
C  5.3133  3.8808  1.7818
C  5.5880  2.9135  2.9054
H  6.9690  5.2541  2.0871
H  6.7714  4.7018  0.4054
H  4.6032  4.6687  2.0466
H  4.9091  3.3367  0.9195
H  5.5831  3.4097  3.8799
H  4.8874  2.0754  2.8935

Löwdin atomic charge list, values in e, 2 entries:
1. C -0.11
2. C -0.29

=====

(2)
Density functional theory data (ωB97M-V/def2-TZVPD) for a molecular structure, C3H6MgO4 at a distorted geometry.

Its strongest force on any atom is 3.338 eV Å⁻¹. The net charge is +2. As for the electronic energy: -16826.3560 eV. The value obtained for the HOMO-LUMO gap is 8.1 eV.

Atoms and positions in Å:
O  1.6277  -0.0255  0.9746
C  0.4426  0.4162  0.6676
C  1.5048  -1.0992  1.9328
O  -0.2497  1.0348  -2.2993
O  -0.5447  -0.2805  1.1990
C  -0.0020  -1.3925  1.9461
Mg  -1.5600  1.6328  -0.9369
H  1.8823  -0.7376  2.8949
H  2.1067  -1.9408  1.5800
H  -0.4409  -1.3714  2.9471
H  -0.2850  -2.3027  1.4084
O  0.2247  1.5510  0.1952
H  -0.2737  1.1513  -3.2560
H  0.7703  1.1981  -2.0235

natural (NBO) atomic charge list, values in e, 2 entries:
1. O -0.40
2. C 1.00

=====

(3)
Density functional theory data (ωB97M-V/def2-TZVPD) for C5H6O2 in the gas phase.

Its strongest force on any atom is 0.886 eV Å⁻¹. The net charge is 0. As for the electronic energy: -9375.2753 eV. Its structure (SMILES) is O=C1CO[C@H]2C[C@@H]12. The value obtained for the HOMO-LUMO gap is 10.4 eV.

Atoms and positions in Å:
O  -2.4151  -0.6882  0.3786
C  -1.2894  -0.2547  0.3229
C  -0.5875  0.7647  1.2894
O  0.7782  0.4698  1.0855
C  0.9095  0.3820  -0.3055
C  1.0855  -0.9955  -0.7862
C  -0.3062  -0.3891  -0.8232
H  -0.7994  0.7491  2.3637
H  -0.7824  1.7837  0.9054
H  1.2537  1.3019  -0.7663
H  1.3551  -1.7641  -0.0736
H  1.5323  -1.0864  -1.7711
H  -0.7343  -0.2733  -1.8196

natural (NBO) atomic charge list, values in e, 2 entries:
1. O -0.51
2. C 0.58

=====

(4)
Density functional theory data (ωB97M-V/def2-TZVPD) for a molecular structure, C28H34N5O3ReS2.

Its strongest force on any atom is 0.784 eV Å⁻¹. Its spin multiplicity is 2. The net charge is +1. As for the expectation value of S²: 0.76. As for the electronic energy: -66975.0789 eV. The value obtained for the HOMO-LUMO gap (spin up / spin down) is 7.0 / 6.6 eV.

Atoms and positions in Å:
Re  1.2434  0.7145  -0.0786
C  -1.5827  -5.1743  -0.5402
C  -2.4869  -4.0313  -0.8999
C  -3.5195  -4.1828  -1.8173
C  -4.3454  -3.1224  -2.1618
C  -4.1547  -1.8810  -1.5761
C  -3.1383  -1.7055  -0.6504
C  -2.3152  -2.7710  -0.3284
N  -1.2901  -2.6205  0.6521
C  -0.5585  -1.4994  0.8760
N  -0.3532  -1.1553  2.1448
C  0.6267  -0.3021  2.7119
C  1.4147  0.5385  1.9260
C  2.4392  1.2438  2.6045
C  2.6111  1.1402  3.9617
C  1.7492  0.3414  4.7186
C  0.7539  -0.3914  4.1176
C  -0.1322  -1.2952  4.9321
N  -0.0209  -0.8029  -0.1422
C  0.1293  -1.5073  -1.4178
C  0.9531  -2.6338  -1.4011
C  1.1836  -3.3448  -2.5582
C  0.5908  -2.9240  -3.7457
C  -0.2031  -1.7959  -3.7540
C  -0.4554  -1.0554  -2.5943
C  -1.3095  0.1744  -2.7155
H  -1.7860  -6.0368  -1.1708
H  -1.7227  -5.4984  0.4957
H  -0.5335  -4.8995  -0.6639
H  -3.6715  -5.1521  -2.2749
H  -5.1423  -3.2701  -2.8775
H  -4.8024  -1.0518  -1.8284
H  -3.0006  -0.7459  -0.1664
H  -1.2656  -3.3244  1.3745
H  -0.9140  -1.6638  2.8112
H  3.1291  1.8514  2.0357
H  3.4097  1.6835  4.4481
H  1.8745  0.2797  5.7921
H  0.0446  -1.1373  5.9933
H  0.0647  -2.3517  4.7274
H  -1.1972  -1.1059  4.7647
H  1.4316  -2.9279  -0.4747
H  1.8371  -4.2064  -2.5431
H  0.7602  -3.4719  -4.6625
H  -0.6528  -1.4638  -4.6819
H  -0.8802  0.8579  -3.4501
H  -1.4061  0.7027  -1.7689
H  -2.3121  -0.0839  -3.0537
C  1.4516  3.6728  0.7047
C  0.8744  5.1054  0.6145
N  -0.2379  5.1552  -0.3250
C  0.2227  4.7118  -1.6323
C  0.7078  3.2452  -1.5670
N  0.6333  2.7393  -0.1455
C  -0.7814  2.8274  0.3287
C  -1.3010  4.2770  0.1335
H  1.4183  3.2914  1.7220
H  2.4773  3.6034  0.3419
H  1.6395  5.8111  0.2928
H  0.5139  5.4309  1.5906
H  1.0299  5.3676  -1.9572
H  -0.5947  4.8136  -2.3463
H  1.7393  3.1273  -1.8890
H  0.0843  2.5819  -2.1681
H  -0.7791  2.5301  1.3791
H  -1.3750  2.1036  -0.2298
H  -1.6997  4.6603  1.0724
H  -2.1034  4.2950  -0.6040
O  5.5858  2.1136  -0.3436
S  5.4029  0.7849  0.1334
O  4.9681  0.5816  1.4739
O  5.9456  -0.3061  -0.5978
S  3.0839  0.5354  -1.0717

Löwdin atomic charge list, values in e, 2 entries:
1. Re 1.06
2. C -0.02

=====

(5)
Density functional theory data (ωB97M-V/def2-TZVPD) for 2 unconnected molecules or ions with the total composition CH3PS at a distorted geometry.

Its strongest force on any atom is 1.787 eV Å⁻¹. The net charge is 0. As for the electronic energy: -21206.2560 eV. The value obtained for the HOMO-LUMO gap is 10.4 eV.

Atoms and positions in Å:
C  -0.7947  0.9838  -2.1399
P  0.4247  -0.9506  1.1798
S  -0.0495  0.3333  -3.3014
H  -0.8051  -0.3038  1.0195
H  0.0833  -0.3522  2.4430
H  1.1414  0.2895  0.7991

natural (NBO) atomic charge list, values in e, 2 entries:
1. C -0.16
2. P -0.02

=====

(6)
Density functional theory data (ωB97M-V/def2-TZVPD) for C16H22O4 in the gas phase.

Its strongest force on any atom is 0.809 eV Å⁻¹. The net charge is 0. As for the electronic energy: -25140.1372 eV. Its structure (SMILES) is CCCCCC[C@@H](C)OC(=O)c1ccccc1C(=O)O. The value obtained for the HOMO-LUMO gap is 10.1 eV.

Atoms and positions in Å:
C  -4.7951  -2.2362  -0.9198
C  -5.0291  -0.7304  -0.9496
C  -3.9341  0.0611  -0.2334
C  -2.5776  -0.0311  -0.9307
C  -1.5499  0.9546  -0.3755
C  -1.1530  0.6494  1.0681
C  -0.0304  1.5657  1.5606
C  0.3090  1.3244  3.0277
O  1.1427  1.4635  0.7315
C  1.8044  0.3151  0.6460
O  1.5196  -0.7115  1.2184
C  2.9753  0.4132  -0.2651
C  3.1496  1.4702  -1.1516
C  4.2442  1.4880  -1.9961
C  5.1679  0.4553  -1.9591
C  5.0038  -0.5992  -1.0759
C  3.9069  -0.6259  -0.2285
C  3.7483  -1.7376  0.7652
O  4.1604  -1.6994  1.8926
O  3.1957  -2.8206  0.2141
H  -4.6827  -2.5831  0.1052
H  -5.6379  -2.7582  -1.3675
H  -3.8991  -2.5025  -1.4740
H  -5.0976  -0.3947  -1.9871
H  -5.9863  -0.5126  -0.4692
H  -3.8486  -0.3045  0.7913
H  -4.2355  1.1110  -0.1897
H  -2.7161  0.1763  -1.9949
H  -2.1808  -1.0430  -0.8375
H  -0.6554  0.9149  -1.0028
H  -1.9497  1.9706  -0.4342
H  -2.0073  0.7917  1.7303
H  -0.8257  -0.3878  1.1489
H  -0.3257  2.6127  1.4172
H  -0.5532  1.5622  3.6444
H  1.1421  1.9567  3.3267
H  0.5842  0.2853  3.1857
H  2.4212  2.2657  -1.1720
H  4.3783  2.3074  -2.6864
H  6.0215  0.4709  -2.6201
H  5.7264  -1.4004  -1.0418
H  3.0694  -3.5071  0.8882

natural (NBO) atomic charge list, values in e, 2 entries:
1. C -0.61
2. C -0.39

=====

(7)
Density functional theory data (ωB97M-V/def2-TZVPD) for a molecular structure, C23H36F5N6OTeTi.

Its strongest force on any atom is 0.426 eV Å⁻¹. The net charge is +3. As for the electronic energy: -79394.0932 eV. The value obtained for the HOMO-LUMO gap is 7.9 eV.

Atoms and positions in Å:
Ti  -0.2924  -0.2138  1.3853
C  -4.1366  2.9019  1.1108
C  -3.6079  1.5094  1.2896
C  -4.1241  0.4473  0.5278
C  -3.7635  -0.8649  0.7647
C  -2.8822  -1.1640  1.8027
C  -2.3381  -0.1226  2.5616
C  -2.6836  1.2151  2.2822
H  -3.4084  3.6566  1.4049
H  -5.0125  3.0371  1.7494
H  -4.4658  3.0850  0.0881
H  -4.8568  0.6631  -0.2417
H  -4.2115  -1.6593  0.1823
H  -2.6757  -2.1891  2.0764
H  -1.7805  -0.3463  3.4704
H  -2.2846  2.0036  2.9090
C  -1.5566  4.0918  -0.9650
N  -0.9600  2.7489  -0.9143
C  -1.6423  1.7649  -1.7601
C  0.1402  2.4565  -0.2367
N  0.3741  1.0802  0.0470
C  2.1950  -0.1038  -0.7934
C  3.2865  0.6332  -0.3632
C  4.4545  0.0124  0.0508
C  4.5121  -1.3738  0.0612
C  3.4444  -2.1169  -0.4291
C  2.2971  -1.4960  -0.9092
N  -0.2298  -1.5339  0.0958
C  0.0080  -2.4804  -0.7120
N  1.2544  -2.3152  -1.6311
C  1.8511  -3.6488  -2.0285
C  0.8784  -1.6119  -2.9244
N  -0.6635  -3.6283  -0.8106
C  -1.5075  -4.0057  0.3299
C  -1.0164  -4.3782  -2.0316
N  1.0312  3.3731  0.1250
C  1.2877  4.6081  -0.6347
C  1.8287  3.2720  1.3498
H  -2.6357  3.9647  -0.9507
H  -1.2886  4.6240  -1.8761
H  -1.2635  4.6666  -0.0934
H  -2.7151  1.8621  -1.6100
H  -1.3308  0.7565  -1.5086
H  -1.4171  1.9692  -2.8078
H  3.2036  1.7092  -0.3852
H  5.3125  0.6014  0.3506
H  5.4035  -1.8898  0.3938
H  3.5583  -3.1883  -0.4506
H  1.9406  -4.2919  -1.1596
H  2.8187  -3.4563  -2.4818
H  1.2147  -4.1147  -2.7655
H  0.3145  -0.7186  -2.6937
H  0.2962  -2.2918  -3.5360
H  1.8029  -1.3603  -3.4391
H  -1.0233  -3.7143  1.2578
H  -1.6215  -5.0875  0.3114
H  -2.4935  -3.5467  0.2521
H  -0.7384  -3.8556  -2.9384
H  -2.1004  -4.4842  -2.0452
H  -0.5685  -5.3707  -2.0144
H  0.9305  4.5089  -1.6534
H  2.3680  4.7412  -0.6638
H  0.8497  5.4836  -0.1586
H  1.6798  2.3083  1.8175
H  1.5060  4.0511  2.0419
H  2.8796  3.4401  1.1180
F  4.3869  -0.5411  4.2392
Te  2.7995  -0.7318  3.3210
F  0.8628  -1.3952  2.3787
F  3.1417  -2.5086  3.0573
F  1.8715  -0.9780  4.8700
F  0.2810  0.9614  2.6789
O  1.0311  0.5695  -1.1352

Löwdin atomic charge list, values in e, 2 entries:
1. Ti 1.14
2. C -0.02

=====

(8)
Density functional theory data (ωB97M-V/def2-TZVPD) for a molecular structure, C42H41BF4N4OP2PdS.

Its strongest force on any atom is 0.909 eV Å⁻¹. The net charge is +2. As for the electronic energy: -96655.1127 eV. The value obtained for the HOMO-LUMO gap is 5.4 eV.

Atoms and positions in Å:
Pd  0.2566  -0.9688  -0.1999
C  0.2468  -4.3978  2.9363
C  0.7801  -3.2912  2.0790
N  0.0367  -2.8920  0.9242
N  -0.9013  -3.6407  0.6234
C  -1.7763  -3.1875  -0.4666
O  -2.0747  -2.0170  -0.5580
C  -2.2403  -4.2808  -1.3089
C  -2.7947  -3.9479  -2.5493
C  -3.2319  -4.9464  -3.3948
C  -3.1298  -6.2776  -3.0022
C  -2.5851  -6.6117  -1.7703
C  -2.1301  -5.6182  -0.9220
C  1.8760  -2.5647  2.4181
C  2.3645  -2.5244  3.7882
C  2.9060  -1.3923  4.2544
C  3.0208  -0.2388  3.3605
C  2.8478  0.6611  0.9704
N  2.5562  -1.7212  1.5311
H  -0.3669  -5.0694  2.3446
H  1.0628  -4.9797  3.3604
H  -0.3758  -4.0204  3.7508
H  -2.8558  -2.9074  -2.8376
H  -3.6503  -4.6991  -4.3607
H  -3.4761  -7.0595  -3.6649
H  -2.5156  -7.6483  -1.4722
H  -1.7086  -5.8770  0.0376
H  2.1750  -3.3641  4.4425
H  3.1821  -1.2722  5.2924
H  2.7493  0.7295  3.7553
H  2.9831  0.3305  -0.0592
C  -2.0915  6.4821  -0.1334
S  -3.3530  5.6796  -1.1359
C  -2.7161  3.9903  -1.1499
C  -2.8823  3.2519  0.1719
C  -2.3548  1.8286  0.1298
N  -0.8673  1.7740  -0.0853
P  0.0033  0.8528  1.1178
C  -0.7635  1.0190  2.7221
C  -1.2514  -0.1009  3.3876
C  -1.8257  0.0492  4.6419
C  -1.9162  1.3095  5.2134
C  -1.4339  2.4290  4.5418
C  -0.8518  2.2902  3.2947
C  1.6658  1.5373  1.3094
C  2.9952  -0.4894  1.9465
C  4.5360  -0.1520  2.6600
C  4.8069  1.1334  2.3097
C  3.7517  1.7959  1.4847
C  2.4236  2.4625  1.9174
P  -0.0872  0.8893  -1.3583
C  1.3346  1.9104  -1.7961
C  1.2632  3.2917  -1.6176
C  2.3319  4.0921  -1.9868
C  3.4736  3.5203  -2.5322
C  3.5475  2.1452  -2.7113
C  2.4828  1.3371  -2.3462
C  -1.0204  0.4946  -2.8440
C  -0.2809  0.4749  -4.0316
C  -0.8822  0.1085  -5.2234
C  -2.2266  -0.2260  -5.2499
C  -2.9628  -0.2236  -4.0716
C  -2.3641  0.1129  -2.8717
H  -2.3173  7.5465  -0.1342
H  -1.1018  6.3446  -0.5704
H  -2.0983  6.1371  0.8996
H  -1.6731  4.0125  -1.4677
H  -3.2696  3.4717  -1.9358
H  -3.9479  3.2069  0.4093
H  -2.4071  3.7964  0.9934
H  -2.8578  1.2624  -0.6508
H  -2.5876  1.3129  1.0609
H  -1.1937  -1.0789  2.9231
H  -2.2124  -0.8139  5.1658
H  -2.3718  1.4263  6.1873
H  -1.5186  3.4086  4.9922
H  -0.4891  3.1628  2.7637
H  2.6613  -1.9690  0.5473
H  5.2397  -0.8826  3.0301
H  5.7785  1.5860  2.4689
H  4.2364  2.3768  0.6961
H  2.2443  3.4049  2.4140
H  0.3863  3.7378  -1.1728
H  2.2712  5.1640  -1.8550
H  4.3029  4.1487  -2.8278
H  4.4283  1.6987  -3.1523
H  2.5447  0.2668  -2.5062
H  0.7648  0.7421  -4.0460
H  -0.2944  0.0939  -6.1302
H  -2.7009  -0.4939  -6.1842
H  -4.0100  -0.4955  -4.0832
H  -2.9562  0.0399  -1.9729
F  2.1402  -1.8593  -3.4420
B  1.9309  -2.4444  -2.2322
F  2.5805  -1.6405  -1.2035
F  2.2880  -3.7400  -2.1002
F  0.4943  -2.3054  -1.8903

Löwdin atomic charge list, values in e, 2 entries:
1. Pd 0.72
2. C -0.02